{
  "formula": "C37H47F6N4PSbZn",
  "method": "ωB97M-V with the def2-TZVPD basis set",
  "species": ["Zn", "C", "C", "C", "C", "C", "C", "C", "N", "C", "C", "C", "C", "C", "C", "C", "N", "C", "C", "C", "C", "H", "H", "H", "H", "H", "H", "H", "H", "H", "H", "H", "H", "H", "H", "H", "H", "H", "H", "H", "H", "H", "H", "H", "H", "N", "C", "N", "C", "C", "C", "C", "C", "H", "H", "H", "H", "H", "H", "H", "H", "H", "H", "F", "Sb", "F", "F", "F", "F", "F", "C", "P", "C", "C", "C", "C", "C", "C", "C", "C", "C", "C", "C", "C", "H", "H", "H", "H", "H", "H", "H", "H", "H", "H", "H", "H", "H"],
  "xyz": [[-0.564757, 0.535924, -0.516263], [6.249053, -0.581612, -0.807823], [5.770021, 0.631747, 0.009388], [6.200687, 0.458137, 1.466687], [6.405069, 1.915965, -0.546707], [4.259833, 0.702412, -0.137520], [3.680901, 1.021469, -1.367161], [2.311533, 1.009292, -1.505277], [1.491777, 0.710867, -0.495562], [2.015369, 0.463935, 0.715805], [3.386066, 0.434509, 0.914663], [1.036505, 0.252916, 1.815631], [1.385884, 0.349813, 3.151712], [0.426174, 0.184772, 4.149211], [-0.880895, -0.063554, 3.721939], [-1.160882, -0.137627, 2.376688], [-0.225662, 0.010925, 1.433969], [0.749631, 0.302191, 5.627817], [0.072851, 1.577988, 6.158790], [0.194166, -0.926121, 6.367428], [2.255976, 0.390977, 5.880451], [7.333190, -0.668212, -0.729467], [5.989957, -0.477095, -1.862766], [5.806137, -1.506130, -0.430386], [7.288785, 0.456840, 1.518022], [5.855621, -0.488746, 1.886596], [5.843109, 1.281374, 2.088372], [7.477386, 1.899111, -0.353276], [5.988880, 2.801201, -0.063536], [6.267512, 2.013152, -1.623397], [4.288489, 1.288663, -2.219687], [1.848624, 1.268958, -2.446571], [3.774132, 0.206179, 1.895169], [2.405504, 0.580507, 3.417090], [-1.685848, -0.183833, 4.432517], [-2.167895, -0.322703, 2.021995], [-1.010603, 1.536982, 6.040037], [0.443032, 2.464070, 5.640802], [0.294505, 1.686185, 7.220815], [-0.894465, -0.965699, 6.337910], [0.492744, -0.881770, 7.414346], [0.587422, -1.851425, 5.942132], [2.683568, 1.307958, 5.470802], [2.783790, -0.470274, 5.464700], [2.438118, 0.400923, 6.954200], [-2.518610, 0.241974, -0.700452], [-3.560598, 0.733376, -0.868421], [-4.706729, 1.279377, -1.065466], [-5.612083, 0.845407, -2.142033], [-6.758051, 0.036279, -1.540037], [-7.457712, 0.833760, -0.436098], [-6.465824, 1.302190, 0.631884], [-5.328309, 2.095167, -0.003167], [-5.045627, 0.277008, -2.877610], [-5.996989, 1.748480, -2.618205], [-6.361468, -0.900028, -1.134588], [-7.465472, -0.216874, -2.330789], [-8.233661, 0.223263, 0.025392], [-7.954238, 1.702412, -0.877381], [-6.047358, 0.435508, 1.153821], [-6.967375, 1.923446, 1.374298], [-4.563732, 2.382693, 0.716567], [-5.706389, 3.003904, -0.474412], [-0.556546, 1.769732, -2.221852], [-0.794328, 3.608885, -1.424637], [-0.423455, 4.239203, -3.135087], [-2.628217, 3.312635, -1.747597], [-1.147917, 5.119593, -0.409300], [-1.025996, 2.510619, 0.206882], [1.036936, 3.572798, -1.000415], [0.525568, -2.888894, -0.411820], [-0.091087, -1.801957, -1.723029], [1.121408, -1.623205, -3.010975], [0.858757, -0.719654, -4.052204], [1.790802, -0.545680, -5.057263], [2.990992, -1.248104, -5.018833], [3.264552, -2.119819, -3.969596], [2.342946, -2.301331, -2.954659], [-1.645210, -2.436372, -2.330128], [-1.930336, -2.507833, -3.700873], [-3.138979, -3.032288, -4.116745], [-4.071443, -3.470087, -3.181777], [-3.796416, -3.386572, -1.818571], [-2.598868, -2.854406, -1.388978], [1.462695, -2.488458, -0.024666], [0.676012, -3.891769, -0.813144], [-0.197627, -2.931571, 0.400975], [-0.057917, -0.139872, -4.053065], [1.589665, 0.145011, -5.865033], [3.720971, -1.110292, -5.805227], [4.199223, -2.663765, -3.944462], [2.568569, -2.980094, -2.143158], [-1.199084, -2.200308, -4.434141], [-3.349898, -3.115140, -5.174226], [-5.015046, -3.882140, -3.513932], [-4.519787, -3.742989, -1.097631], [-2.401698, -2.764366, -0.328429]],
  "forces_ev_per_a": [[-0.09, 0.61, 0.23], [0.02, 0.04, 0.06], [0.02, -0.02, -0.02], [-0.01, 0.02, -0.07], [-0.03, -0.01, 0.05], [-0.01, 0.00, -0.02], [-0.02, -0.01, 0.06], [0.11, 0.08, -0.10], [0.02, -0.20, 0.18], [0.16, 0.02, -0.15], [-0.06, 0.03, 0.04], [-0.08, -0.05, 0.11], [0.01, -0.05, 0.00], [0.00, 0.03, -0.08], [0.03, 0.00, 0.02], [-0.08, -0.06, 0.00], [0.18, -0.07, 0.22], [-0.01, 0.01, 0.06], [0.04, -0.04, -0.01], [0.04, 0.03, -0.06], [-0.07, -0.01, -0.03], [0.00, -0.01, -0.02], [0.02, 0.00, -0.01], [0.02, 0.00, -0.01], [0.00, -0.01, 0.01], [-0.01, 0.01, 0.02], [0.01, -0.02, 0.03], [0.00, 0.00, -0.03], [0.02, 0.01, 0.00], [-0.01, 0.01, 0.00], [0.00, -0.02, -0.01], [-0.06, -0.03, 0.01], [0.00, -0.01, -0.02], [-0.01, -0.01, 0.01], [0.00, -0.02, 0.00], [0.00, 0.04, 0.00], [0.00, 0.01, 0.01], [0.00, 0.01, 0.01], [-0.02, 0.01, 0.00], [0.00, -0.02, 0.00], [-0.02, 0.00, 0.01], [0.00, -0.01, 0.03], [0.02, -0.01, -0.01], [0.03, 0.01, 0.02], [0.00, 0.02, 0.00], [-0.28, -0.21, 0.12], [0.07, 0.08, -0.27], [0.02, 0.04, 0.13], [-0.21, -0.24, -0.01], [0.02, 0.16, 0.00], [0.08, -0.09, 0.06], [0.02, 0.02, -0.15], [-0.19, 0.00, 0.23], [0.05, 0.03, 0.00], [0.09, 0.03, -0.04], [-0.01, -0.01, -0.01], [0.02, -0.03, 0.00], [-0.03, 0.03, -0.02], [-0.01, 0.01, 0.00], [-0.01, 0.02, 0.03], [0.02, 0.00, 0.01], [0.04, -0.02, -0.05], [0.07, 0.01, -0.05], [0.07, 0.32, 0.22], [-0.10, -0.61, 0.16], [-0.19, 0.22, 0.19], [0.24, 0.11, -0.03], [0.09, 0.11, -0.26], [0.14, 0.09, -0.49], [-0.15, 0.02, -0.07], [-0.02, 0.26, 0.06], [0.06, -1.10, -0.61], [-0.22, 0.25, 0.16], [-0.04, 0.00, 0.03], [0.00, 0.05, -0.05], [-0.03, -0.02, 0.06], [0.05, -0.02, 0.00], [0.01, -0.02, 0.04], [0.24, 0.23, 0.15], [0.01, -0.02, -0.04], [-0.02, 0.00, -0.04], [0.05, 0.03, 0.03], [-0.04, -0.02, 0.02], [-0.02, 0.00, 0.05], [0.00, 0.00, 0.00], [-0.01, 0.00, -0.05], [0.00, 0.00, 0.00], [0.02, 0.01, -0.03], [0.00, 0.00, 0.01], [0.00, 0.00, -0.01], [0.00, 0.01, -0.01], [0.00, -0.01, -0.01], [0.00, 0.00, 0.00], [0.00, 0.00, 0.01], [0.01, -0.01, -0.01], [0.00, 0.02, 0.00], [-0.01, -0.01, 0.00]],
  "lowdin_charge": [0.545, -0.028, -0.553, -0.052, -0.029, -0.119, 0.035, -0.105, 0.028, -0.177, 0.074, -0.177, 0.079, -0.118, 0.027, -0.085, 0.023, -0.555, -0.023, -0.033, -0.053, 0.098, 0.080, 0.090, 0.097, 0.088, 0.097, 0.097, 0.101, 0.082, 0.127, 0.112, 0.108, 0.109, 0.124, 0.112, 0.087, 0.097, 0.099, 0.081, 0.096, 0.096, 0.091, 0.094, 0.097, 0.160, -0.202, -0.064, -0.108, -0.169, -0.184, -0.165, -0.109, 0.128, 0.139, 0.111, 0.122, 0.119, 0.123, 0.117, 0.123, 0.134, 0.140, -0.388, 1.465, -0.312, -0.324, -0.306, -0.360, -0.319, -0.184, 1.122, -0.370, -0.109, -0.036, -0.021, -0.041, -0.062, -0.345, -0.048, -0.036, -0.022, -0.047, -0.095, 0.056, 0.081, 0.052, 0.113, 0.126, 0.124, 0.122, 0.108, 0.104, 0.124, 0.124, 0.121, 0.104],
  "relative_energy_kj_mol": 24.7,
  "total_charge": 2,
  "largest_force_ev_per_a": 1.26,
  "multiplicity": 2,
  "gap_ev": [9.0, 5.4]
}